No. 1
C27H45InNO2P2 | ωB97M-V/def2-TZVPD

Calculated values
HOMO energy (spin up / spin down), eV: -10.61 / -10.60
Molecular weight, g mol⁻¹: 592.4
Charge: +1
Electronic energy, eV: -58056.09249
LUMO (spin up / spin down), hartree: -0.1827 / -0.1799

Geometry (Å):
1 In -4.936 -3.184 -1.477
2 C 1.838 1.356 0.672
3 C 0.981 2.172 -0.114
4 C -0.197 1.487 1.742
5 C 1.111 0.923 1.813
6 C -0.294 2.207 0.518
7 C 3.253 1.064 0.356
8 H 3.398 0.960 -0.723
9 H 3.595 0.137 0.828
10 H 3.922 1.869 0.697
11 C 1.680 0.197 2.969
12 H 2.424 -0.545 2.644
13 H 0.900 -0.321 3.543
14 H 2.184 0.918 3.632
15 C -1.189 1.522 2.824
16 H -0.766 2.007 3.720
17 H -1.490 0.496 3.122
18 H -2.092 2.057 2.537
19 C -1.490 2.918 0.032
20 H -1.443 3.981 0.304
21 H -2.395 2.495 0.484
22 H -1.587 2.843 -1.057
23 C 1.308 2.781 -1.417
24 H 1.049 3.846 -1.477
25 H 0.779 2.251 -2.221
26 H 2.386 2.728 -1.606
27 C 1.120 -1.706 -1.838
28 C 2.137 -1.160 -2.487
29 C 2.071 -0.411 -3.751
30 C 0.621 -0.163 -4.269
31 C -0.422 0.608 -3.483
32 C -1.322 0.247 -2.523
33 C -1.412 -1.045 -1.791
34 C -0.306 -2.079 -2.201
35 H 2.614 -0.847 -4.601
36 H 0.211 -1.108 -4.648
37 H 2.607 0.530 -3.568
38 H -0.435 -2.214 -3.281
39 H 1.268 -1.798 -0.738
40 H 3.120 -1.182 -1.990
41 H -0.627 -3.052 -1.752
42 H -1.416 -0.893 -0.678
43 H -2.190 0.905 -2.337
44 H -2.400 -1.496 -2.054
45 H 0.760 0.475 -5.164
46 H -0.538 1.642 -3.890
47 P -2.254 -3.031 -4.809
48 C -1.823 -4.733 -5.331
49 C -1.824 -2.259 -6.443
50 P -4.827 -1.724 -3.973
51 C -4.063 -3.093 -4.947
52 C -4.714 -0.442 -5.318
53 C -6.577 -2.189 -4.358
54 H -2.331 -5.461 -4.692
55 H -0.735 -4.846 -5.230
56 H -2.098 -4.892 -6.385
57 H -2.242 -2.890 -7.249
58 H -0.727 -2.242 -6.545
59 H -2.224 -1.234 -6.530
60 H -6.658 -2.493 -5.421
61 H -7.179 -1.275 -4.185
62 H -6.889 -2.999 -3.678
63 H -4.424 -4.039 -4.525
64 H -4.347 -2.999 -6.006
65 H -5.503 0.309 -5.146
66 H -4.873 -0.866 -6.322
67 H -3.726 0.063 -5.295
68 O -3.428 -4.095 0.731
69 C -2.770 -3.604 1.680
70 C -1.900 -4.471 2.597
71 C -1.438 -3.511 3.643
72 C -1.979 -2.135 3.145
73 O -1.641 -1.107 3.770
74 N -2.725 -2.269 2.024
75 H -2.404 -5.371 2.994
76 H -1.050 -4.854 2.041
77 H -1.864 -3.714 4.638
78 H -0.349 -3.500 3.689

---

No. 2
C4H9N | ωB97M-V/def2-TZVPD

Calculated values
HOMO energy, eV: -8.69
Molecular weight, g mol⁻¹: 71.1
Charge: 0
Electronic energy, eV: -5782.74392
LUMO, hartree: 0.0446
SMILES: C=CNCC

Geometry (Å):
1 C 1.354 1.742 0.972
2 C 1.483 0.682 0.187
3 N 0.481 0.149 -0.670
4 C -0.258 -1.037 -0.254
5 C -1.748 -1.019 -0.545
6 H 2.227 2.190 1.440
7 H 0.468 2.281 1.271
8 H 2.451 0.207 0.075
9 H -0.155 0.909 -0.848
10 H 0.298 -1.925 -0.586
11 H -0.173 -1.192 0.833
12 H -2.287 -0.684 0.339
13 H -2.028 -0.318 -1.335
14 H -2.113 -1.985 -0.880

---

Energy relative to the best compared isomer or geometry (same formula, charge and spin), record by record: 31.81; 24.63 kcal per mole